Entry 1:
The following is a DFT calculation (the ωB97M-V functional and the def2-TZVPD basis) of C8H22CuN2O14S3 as an isolated structure at a distorted geometry.

The charge is -5. The LUMO energy is 9.3 eV. Its HOMO energy is 0.2761 Ha.

Geometry as XYZ:
```
50
C8H22CuN2O14S3 | the OMol25 dataset | the ωB97M-V functional and the def2-TZVPD basis
Cu 1.30502 0.07932 0.10411
S 2.83510 -1.31661 2.22947
S -1.96130 -0.68504 -1.26986
S 2.90311 -1.13942 -2.18424
O 1.62448 -2.01436 1.71906
O 1.51968 -1.44231 -1.71436
O -3.36427 -0.27086 -0.88839
O 2.68176 0.15183 1.86763
O 3.35403 0.05972 -1.39808
O 2.88527 -1.41850 3.73473
O -1.46278 0.27401 -2.30218
O 2.85046 -0.85347 -3.66612
O 3.85961 -2.25099 -1.95095
O -1.09710 -4.10364 1.45659
O 4.06169 -1.90388 1.66046
O -0.42254 5.11432 -2.19911
O -1.12638 -0.57299 -0.00445
O -1.97468 -2.07276 -1.76999
N 1.07016 1.80145 -1.44432
N -1.05342 -1.33713 2.61484
C -2.25606 -3.30947 1.67811
C -0.21993 3.79550 -1.64755
C -3.42993 -1.54077 2.98892
C 0.43690 6.08244 -1.69964
C -2.10804 -2.31390 2.83984
C 1.14354 3.18784 -1.91797
C 1.47202 3.25275 -3.41243
C -0.84567 -5.02552 2.44591
H -3.11855 -4.00461 1.78771
H -1.16259 -1.02604 1.62443
H 0.09240 -5.54142 2.22323
H -1.91348 -2.85357 3.78137
H 0.44536 6.93469 -2.39271
H 1.87148 3.70444 -1.28095
H -4.23423 -2.23527 3.29865
H 1.47610 5.74587 -1.61877
H -3.28636 -0.83038 3.80873
H 1.70337 4.27463 -3.76132
H -0.75447 -4.57972 3.44568
H 1.93810 1.36663 -1.80126
H 2.35876 2.64127 -3.60375
H -1.01586 3.17057 -2.05041
H -2.36113 -2.72418 0.75734
H -0.37657 3.84200 -0.56035
H 0.10061 6.45199 -0.71459
H 0.65275 2.82160 -3.98871
H -0.12844 -1.78815 2.56728
H -3.69915 -1.01242 2.07430
H -1.62494 -5.83038 2.49492
H 0.35607 1.24490 -1.96082
```

Atom charges from the natural (NBO) analysis, given in e for atoms 1 to 4:
1. Cu 0.921
2. S 2.556
3. S 2.574
4. S 2.549

=====

Entry 2:
The following is a DFT calculation (the ωB97M-V functional and the def2-TZVPD basis) of one molecule with the formula C4H10N2O2 at a distorted geometry.

The charge is 0. The LUMO energy is 0.8 eV. The SMILES is CN(C)/C(O)=C(/N)O. Its HOMO energy is -0.2530 Ha.

Geometry as XYZ:
```
18
C4H10N2O2 | the OMol25 dataset | the ωB97M-V functional and the def2-TZVPD basis
O -0.28403 0.54656 -1.58423
O -1.36974 0.47161 1.85660
N 0.29516 -1.04419 0.19684
N -1.78511 2.05487 0.18457
C 1.55410 -0.08973 0.64006
C -1.17327 0.85079 0.55414
C -0.34406 0.12519 -0.24543
C 0.54762 -2.05478 -0.80609
H -2.20995 0.85443 2.14295
H 0.86989 -2.95910 -0.28989
H -1.45427 2.86311 0.71334
H 1.30795 0.29118 1.62314
H 1.35886 -1.81825 -1.51585
H 0.42991 0.07915 -2.03156
H -0.35471 -2.23667 -1.39492
H -1.71389 2.21961 -0.81233
H 1.99179 0.68442 -0.01171
H 2.33376 -0.83820 0.78039
```

Atom charges from the natural (NBO) analysis, given in e for atoms 1 to 4:
1. O -0.717
2. O -0.690
3. N -0.409
4. N -0.860

=====

Entry 3:
The following is a DFT calculation (the ωB97M-V functional and the def2-TZVPD basis) of C8H18Br2CaF2NaOP as an isolated structure at a distorted geometry.

The charge is 0. The LUMO energy is -4.0 eV. Its HOMO energy is -0.2090 Ha.

Geometry as XYZ:
```
34
C8H18Br2CaF2NaOP | the OMol25 dataset | the ωB97M-V functional and the def2-TZVPD basis
Br -2.53517 -4.99520 -1.88169
Br 2.42009 5.60576 -1.98835
Ca 4.15085 0.71399 -0.25335
P 1.19793 3.15862 -0.57626
Na -0.28653 0.92064 -1.82701
F -0.28642 4.56465 -2.51226
F 4.79144 4.89896 0.68966
O -0.96421 -3.24797 0.40717
C 2.88260 2.80533 -1.38012
C -1.50350 -2.32084 1.32672
C -0.19897 3.28411 -1.86208
C -2.42742 -5.13551 1.00004
C -1.61434 3.14466 -1.03919
C 4.02004 3.68673 -0.92956
C -1.01607 -4.62136 0.77522
C -0.81454 -2.32970 2.68177
H -3.08085 -4.99614 0.08273
H -1.24675 -1.56642 3.33472
H -0.91555 -3.29279 3.18248
H 3.04853 1.95450 -2.13698
H -1.42246 2.61878 -0.05573
H -2.43368 2.66303 -1.65210
H -2.40458 -6.20029 1.24448
H 0.25630 -2.13075 2.56786
H -2.91819 -4.60904 1.82750
H -0.38424 -4.80089 1.65543
H 1.29663 4.45386 0.04146
H -1.90116 4.21348 -0.78511
H -0.07843 2.48305 -2.69215
H 4.32681 4.57413 -1.57409
H -0.56533 -5.17779 -0.04430
H -2.58170 -2.47444 1.43516
H -1.37797 -1.34028 0.86762
H 4.56686 3.49513 0.07031
```

Atom charges from the natural (NBO) analysis, given in e for atoms 1 to 4:
1. Br -0.870
2. Br -0.505
3. Ca 1.498
4. P 0.396

=====

Entry 4:
The following is a DFT calculation (the ωB97M-V functional and the def2-TZVPD basis) of a 2-piece molecular cluster, C4H8NO3 overall at a distorted geometry.

The charge is -1. The LUMO energy is 3.1 eV. Its HOMO energy is -0.1167 Ha.

Geometry as XYZ:
```
16
C4H8NO3 | the OMol25 dataset | the ωB97M-V functional and the def2-TZVPD basis
O -2.20226 -0.88387 -2.08995
O -0.33199 -1.70312 -3.00561
O 1.87558 -1.18306 1.62774
N -0.08562 -0.99832 2.69675
C 0.87183 -0.46357 1.94540
C 0.76537 0.92313 1.47167
C -1.10467 -0.87935 -2.55750
C -0.48289 0.75500 -2.56724
H 1.70354 1.24488 1.05370
H -0.87337 1.26451 -1.62810
H 0.21383 -1.85242 3.17922
H -0.80779 1.05258 -3.50209
H 0.40505 1.65149 2.16312
H 0.21341 0.91075 0.52593
H 0.58934 0.57397 -2.41852
H -0.74937 -0.41258 3.10545
```

Atom charges from the natural (NBO) analysis, given in e for atoms 1 to 4:
1. O -0.772
2. O -0.774
3. O -0.650
4. N -0.792

=====

Entry 5:
The following is a DFT calculation (the ωB97M-V functional and the def2-TZVPD basis) of C18H29Br3Cl10O6 as an isolated structure at a distorted geometry.

The charge is 0. The LUMO energy is -0.8 eV. Its HOMO energy is -0.3655 Ha.

Geometry as XYZ:
```
66
C18H29Br3Cl10O6 | the OMol25 dataset | the ωB97M-V functional and the def2-TZVPD basis
Br -4.14428 -6.21029 -3.55671
Br -2.12204 -7.18721 -1.18657
Br -4.55559 -4.97588 -0.62217
Cl -1.41867 -1.04081 6.47640
Cl -1.85100 6.94832 1.70603
Cl -0.79043 -0.05221 -0.72378
Cl -0.42273 -2.95129 8.52351
Cl -6.17772 0.41846 -5.37754
Cl -5.41863 2.70373 -3.81525
Cl 1.19526 -0.86786 1.17635
Cl 3.10023 4.76895 -0.44846
Cl 4.46716 4.16959 -2.77153
Cl -2.21704 4.19571 2.67455
O -6.30675 1.02554 1.52666
O 4.78056 -1.77015 -5.74954
O -8.50129 1.45346 1.49327
O 10.74523 2.01316 1.52669
O 6.52702 -2.91665 -5.09606
O 9.88306 -0.01512 1.30724
C 8.70944 -0.79078 0.99387
C -7.62904 0.49543 3.51835
C 7.72045 0.22056 0.48130
C 9.76011 1.30692 1.19549
C -5.86423 0.99618 -3.78602
C -9.02522 1.18484 3.69353
C -4.00986 -6.64650 -1.62944
C 4.28654 -3.21182 -3.93290
C -7.36973 0.98521 2.09523
C -0.51924 -0.58220 0.91963
C 8.28118 1.61399 0.85755
C 2.88776 4.53176 -2.19363
C -2.26084 5.25818 1.21760
C -0.03829 -1.61586 7.40230
C 5.32801 -2.67819 -4.93940
C -9.63451 1.31471 2.30962
C 2.98344 -2.49324 -4.28774
C 3.40625 -1.46369 -5.37688
H -6.89072 0.66518 4.30203
H 2.14740 -3.09128 -4.65034
H 6.74496 0.16775 0.96476
H -7.66133 -0.59232 3.45627
H -10.31572 2.16429 2.26209
H -10.24330 0.43549 2.09876
H -4.69547 -7.47619 -1.45723
H 0.34023 -0.82866 8.05432
H 2.63105 -1.88621 -3.45381
H 0.73300 -1.99372 6.73115
H -0.90510 0.14089 1.63821
H 8.95915 -1.51837 0.22162
H -1.65663 4.82093 0.42272
H 2.56067 5.45190 -2.67783
H -5.06217 0.47757 -3.26081
H 4.25056 -4.29533 -4.04617
H -8.94574 2.12765 4.23473
H 2.71345 -1.49448 -6.21781
H 7.58238 0.19852 -0.59969
H 3.32004 -0.43787 -5.01859
H -1.01583 -1.55065 0.97952
H 8.20345 2.32880 0.03833
H 8.27959 -1.28628 1.86440
H -6.82066 0.86033 -3.28115
H 2.28201 3.64773 -2.39282
H -9.53761 0.55139 4.41761
H 7.93361 1.98408 1.82208
H -3.28710 5.28163 0.85109
H 4.57136 -2.98767 -2.90493
```

Atom charges from the natural (NBO) analysis, given in e for atoms 1 to 4:
1. Br 0.073
2. Br 0.070
3. Br 0.060
4. Cl -0.013

=====

Entry 6:
The following is a DFT calculation (the ωB97M-V functional and the def2-TZVPD basis) of C20H46OP4Ru as an isolated structure at a distorted geometry.

The charge is +3. The LUMO energy (alpha / beta) is -9.3 / -12.9 eV. The spin multiplicity is 6. Its HOMO energy (alpha / beta) is -0.5046 / -0.6363 Ha.

Geometry as XYZ:
```
72
C20H46OP4Ru | the OMol25 dataset | the ωB97M-V functional and the def2-TZVPD basis
Ru -0.69566 0.24229 0.33408
P 0.79896 1.81430 0.97178
P -2.37898 1.52982 0.98976
P -1.95779 -1.17338 -0.82873
P -0.63132 -0.89687 2.23926
O 2.52615 -2.56411 -1.37421
C 1.09273 -1.37939 2.61593
C 3.67176 1.19673 -2.64368
C 2.83203 -1.19202 -1.56366
C 0.97730 2.69656 2.56681
C -2.83142 2.72033 -0.32191
C -2.30741 2.63822 2.46004
C -4.03595 0.83064 1.37938
C -3.45068 -2.04447 -0.23719
C 2.47900 1.19634 0.70240
C 1.89879 -0.40121 -2.23526
C 0.60542 3.13927 -0.26512
C -1.10929 -0.15457 3.84952
C 4.58720 0.38118 -1.96315
C 4.17727 -0.80146 -1.37011
C 2.34060 0.81308 -2.79360
C 2.80398 -2.10645 -4.32030
C 3.02718 -3.09647 -3.45409
C -2.57581 -0.21202 -2.24307
C -0.93120 -2.50391 -1.50874
C -1.50465 -2.49557 2.41208
H -3.07179 2.32381 3.18735
H -1.86373 0.59085 -2.47632
H 1.59861 -1.67702 1.68870
H 1.66473 1.36562 -3.45893
H 2.73377 1.28253 -0.35803
H 2.55036 0.13609 0.96436
H -3.55330 0.23417 -2.02743
H -2.58709 -2.34185 2.50371
H -1.13784 -2.96747 3.33543
H 4.89662 -1.55633 -1.02319
H 1.59007 3.52889 -0.54996
H -0.15623 -2.10587 -2.16693
H 4.01171 2.11500 -3.11792
H -3.97268 -1.48173 0.53940
H -3.18435 -3.02363 0.17096
H -4.56168 0.52294 0.46958
H 3.08828 -2.92454 -0.66675
H -2.67071 -0.87096 -3.11218
H 5.63958 0.66323 -1.89937
H 4.06323 -3.30228 -3.10987
H -3.10304 2.19621 -1.24322
H -1.55035 -3.21110 -2.08540
H 0.76318 2.03523 3.41331
H 1.63274 -0.53962 3.08578
H -0.42896 -3.03405 -0.69343
H -4.14104 -2.18644 -1.07753
H 3.50859 -1.27713 -4.46194
H -1.30021 -3.16482 1.56731
H 1.98808 -2.24341 -5.03424
H -2.15978 0.15438 3.84820
H -3.69573 3.29662 0.03374
H 0.93386 -0.82276 -2.54301
H -0.97251 -0.93354 4.61445
H -0.00271 3.95416 0.14510
H -1.34752 2.62617 2.97703
H -0.47513 0.70389 4.10159
H 0.11362 2.73733 -1.15850
H 3.20728 1.76066 1.29599
H 1.07789 -2.23445 3.31287
H -2.51663 3.66926 2.13607
H 2.01503 3.04549 2.65960
H -3.96107 -0.01361 2.07794
H -2.00396 3.40331 -0.53730
H 2.24140 -3.80469 -3.19564
H -4.61945 1.62722 1.86837
H 0.31063 3.56738 2.60205
```

Atom charges from the Löwdin analysis, given in e for atoms 1 to 4:
1. Ru 0.362
2. P 0.665
3. P 0.655
4. P 0.626

=====

no.,total energy (Eh)
1,-4315.35122
2,-418.31317
3,-6919.40433
4,-437.73097
5,-13478.59129
6,-2323.97248